Formula: C24H65N3O9
Source: the OMol25 dataset
Level of theory: wB97M-V/def2-TZVPD

Results
Electronic energy: -1794.5116 a.u.
Energy above the lowest of the compared OMol25 structures with the same formula, charge and spin: 489.1 kJ/mol
Orbital gap: 8.84 eV
Structure (SMILES): COC[C@H](C)N.COCCNCCOC.COCCNCCOC.CCO.CCO.CCO.CCO
HOMO energy: -8.599 eV

Structure (ORCA input):
```
! RIJCOSX wB97M-V def2-TZVPD def2/J DEFGRID3
* xyz 0 1
C 2.39 4.65 4.18
C 3.37 4.74 3.00
C 2.88 5.59 1.81
O 1.81 4.92 1.02
C 1.43 5.79 -0.09
N 4.72 5.06 3.49
H 1.59 3.94 4.00
H 1.86 5.58 4.39
H 2.87 4.37 5.12
H 3.48 3.71 2.65
H 3.72 6.03 1.27
H 2.49 6.53 2.20
H 1.26 6.79 0.31
H 0.43 5.52 -0.44
H 2.21 5.86 -0.85
H 4.67 5.96 3.95
H 5.04 4.40 4.19
C 3.37 -6.94 2.66
O 4.03 -7.83 1.71
C 3.08 -8.71 1.15
C 2.34 -8.11 -0.12
N 3.38 -7.80 -1.11
C 2.84 -7.27 -2.32
C 2.80 -5.82 -2.22
O 4.15 -5.29 -2.07
C 4.19 -3.88 -2.16
H 4.25 -6.57 3.20
H 2.82 -7.54 3.39
H 2.91 -6.06 2.21
H 2.36 -9.18 1.81
H 3.56 -9.65 0.91
H 1.84 -7.21 0.21
H 1.59 -8.84 -0.40
H 3.84 -7.01 -0.68
H 1.87 -7.67 -2.60
H 3.48 -7.62 -3.13
H 1.98 -5.34 -1.69
H 2.53 -5.54 -3.24
H 5.22 -3.53 -2.26
H 3.60 -3.38 -1.40
H 3.67 -3.68 -3.09
C -5.19 2.32 -1.33
O -4.53 3.04 -0.32
C -5.21 3.32 0.88
C -4.32 4.19 1.84
N -4.26 5.63 1.43
C -3.29 6.50 2.13
C -3.61 6.73 3.68
O -3.04 5.68 4.50
C -2.95 6.01 5.86
H -5.91 2.92 -1.88
H -5.74 1.45 -0.98
H -4.39 2.06 -2.02
H -5.72 2.45 1.30
H -6.09 3.94 0.70
H -3.32 3.77 1.77
H -4.64 4.13 2.88
H -4.04 5.56 0.45
H -3.24 7.43 1.57
H -2.26 6.14 2.13
H -4.62 6.98 4.01
H -3.08 7.65 3.92
H -2.43 6.95 6.04
H -2.58 5.24 6.53
H -3.99 6.22 6.15
C 5.59 2.89 -1.67
C 6.49 3.64 -2.73
O 6.42 5.03 -2.60
H 4.52 2.82 -1.86
H 5.77 3.19 -0.64
H 5.83 1.83 -1.76
H 6.12 3.55 -3.75
H 7.49 3.20 -2.82
H 6.68 5.14 -1.68
C -2.86 -3.28 -5.58
C -1.99 -2.41 -6.36
O -1.03 -3.06 -7.11
H -3.53 -2.78 -4.88
H -2.24 -3.95 -4.97
H -3.35 -4.03 -6.20
H -1.51 -1.68 -5.71
H -2.41 -1.84 -7.19
H -0.25 -2.51 -7.22
C -7.00 -5.28 -0.90
C -5.52 -4.97 -0.90
O -5.37 -3.55 -0.69
H -7.68 -4.70 -1.52
H -7.30 -5.31 0.15
H -7.18 -6.34 -1.09
H -5.02 -5.12 -1.85
H -4.96 -5.61 -0.22
H -4.55 -3.26 -1.09
C 0.17 -0.30 0.58
C -0.94 -1.30 0.39
O -1.25 -1.51 -0.91
H -0.14 0.71 0.29
H 1.10 -0.61 0.10
H 0.51 -0.10 1.60
H -1.86 -0.92 0.84
H -0.76 -2.21 0.95
H -1.44 -0.61 -1.16
*
```



Formula: C24H65N8O7
Source: the OMol25 dataset
Level of theory: wB97M-V/def2-TZVPD

Results
Electronic energy: -1917.7123 a.u.
Energy above the lowest of the compared OMol25 structures with the same formula, charge and spin: 0.0 kJ/mol
Orbital gap: 6.74 eV
HOMO energy: -10.690 eV

Structure (ORCA input):
```
! RIJCOSX wB97M-V def2-TZVPD def2/J DEFGRID3
* xyz 1 1
O -3.16 2.42 -1.62
N -2.44 3.03 -0.97
O -1.38 2.07 -0.39
C -0.04 2.38 -0.59
C 0.43 3.81 -0.30
N 1.01 4.45 -1.48
C 0.19 4.34 -2.67
C 0.05 2.87 -3.09
N 0.38 1.94 -1.97
H 0.49 1.71 0.09
H -0.41 4.38 0.13
H 1.20 3.73 0.46
H 1.19 5.42 -1.27
H -0.80 4.81 -2.55
H 0.70 4.86 -3.48
H 0.69 2.62 -3.94
H -0.98 2.67 -3.39
H -0.01 0.99 -2.13
H 1.39 1.81 -1.93
C -2.05 -2.96 -2.73
C -2.27 -1.71 -1.88
C -3.58 -1.73 -1.08
O -4.73 -1.45 -1.85
C -5.28 -2.55 -2.56
N -2.11 -0.52 -2.71
H -2.66 -2.93 -3.64
H -1.00 -3.02 -3.04
H -2.29 -3.87 -2.18
H -1.46 -1.69 -1.13
H -3.53 -0.93 -0.34
H -3.69 -2.67 -0.54
H -5.16 -3.48 -2.00
H -4.83 -2.67 -3.55
H -6.34 -2.34 -2.69
H -2.16 0.30 -2.10
H -2.94 -0.43 -3.30
C 3.65 3.73 3.30
C 2.15 3.92 3.47
C 1.71 4.20 4.91
O 1.71 3.06 5.75
C 2.96 2.71 6.32
N 1.45 2.76 2.91
H 3.97 2.75 3.64
H 3.92 3.81 2.25
H 4.21 4.49 3.85
H 1.85 4.80 2.89
H 0.67 4.54 4.89
H 2.31 5.00 5.35
H 3.55 3.60 6.55
H 3.54 2.05 5.67
H 2.75 2.19 7.25
H 0.45 2.93 2.93
H 1.57 1.98 3.55
C 3.32 -0.66 -0.47
C 1.92 -1.24 -0.60
C 1.88 -2.69 -1.10
O 2.11 -2.84 -2.49
C 3.48 -2.82 -2.88
N 1.10 -0.36 -1.46
H 3.74 -0.39 -1.44
H 3.29 0.25 0.14
H 4.00 -1.36 0.02
H 1.47 -1.24 0.40
H 0.87 -3.08 -0.93
H 2.57 -3.32 -0.52
H 4.11 -3.29 -2.12
H 3.82 -1.80 -3.06
H 3.56 -3.38 -3.81
H 0.14 -0.70 -1.46
H 1.41 -0.51 -2.42
C -7.51 3.30 1.37
C -7.23 4.69 1.93
C -5.91 5.30 1.46
O -4.75 4.77 2.09
C -4.28 3.55 1.56
N -7.36 4.65 3.38
H -6.92 2.54 1.89
H -8.56 3.05 1.50
H -7.27 3.25 0.30
H -8.02 5.36 1.55
H -5.91 6.36 1.71
H -5.81 5.22 0.37
H -4.45 3.51 0.48
H -4.75 2.69 2.03
H -3.20 3.51 1.77
H -7.31 5.59 3.76
H -6.55 4.17 3.76
C 4.70 -9.02 -1.18
C 5.51 -7.97 -0.42
C 4.66 -6.90 0.26
O 4.12 -5.92 -0.61
C 2.93 -6.29 -1.29
N 6.51 -7.40 -1.33
H 4.34 -8.63 -2.13
H 5.33 -9.89 -1.40
H 3.84 -9.36 -0.60
H 6.05 -8.49 0.38
H 5.29 -6.35 0.96
H 3.85 -7.37 0.85
H 2.29 -6.93 -0.68
H 3.15 -6.80 -2.23
H 2.39 -5.37 -1.52
H 7.14 -6.80 -0.81
H 6.04 -6.79 -1.98
*
```



Formula: C24H66CuN6O10S
Source: the OMol25 dataset
Level of theory: wB97M-V/def2-TZVPD

Results
Electronic energy: -4073.4283 a.u.
Energy above the lowest of the compared OMol25 structures with the same formula, charge and spin: 655.0 kJ/mol
Orbital gap: 6.29 eV
HOMO energy: -4.221 eV

Structure (ORCA input):
```
! RIJCOSX wB97M-V def2-TZVPD def2/J DEFGRID3
* xyz -1 1
Cu 0.07 -0.94 -1.74
S 1.30 -0.06 1.42
O 0.85 0.80 2.50
O 1.20 -1.40 1.87
O 0.62 0.08 0.16
O 2.68 0.32 1.14
C 4.06 -5.41 0.70
C 2.96 -4.47 0.27
C 1.48 -5.01 0.13
O 0.48 -4.03 -0.20
C -0.81 -4.19 0.45
N 2.98 -3.38 1.22
H 3.87 -5.81 1.70
H 5.08 -5.02 0.61
H 4.15 -6.23 -0.02
H 3.14 -4.00 -0.69
H 1.33 -5.43 1.13
H 1.56 -5.89 -0.50
H -1.25 -3.19 0.51
H -0.81 -4.55 1.47
H -1.48 -4.84 -0.11
H 2.21 -2.77 0.98
H 2.66 -3.70 2.13
C 0.66 -2.08 -5.12
C 1.19 -2.84 -3.90
C 2.43 -2.11 -3.32
O 2.13 -0.79 -2.75
C 3.10 -0.36 -1.75
N 0.13 -3.12 -2.98
H -0.27 -2.53 -5.45
H 1.31 -2.24 -5.99
H 0.36 -1.08 -4.81
H 1.52 -3.78 -4.35
H 3.21 -2.03 -4.07
H 2.68 -2.80 -2.52
H 4.15 -0.43 -2.03
H 2.95 -0.97 -0.86
H 2.88 0.68 -1.51
H 0.34 -3.94 -2.44
H -0.69 -3.49 -3.44
C 2.56 4.81 0.53
C 2.91 3.45 -0.10
C 3.67 3.55 -1.48
O 2.96 4.21 -2.48
C 1.62 3.80 -2.76
N 3.74 2.84 0.97
H 1.64 5.16 0.06
H 3.33 5.54 0.31
H 2.34 4.89 1.60
H 2.04 2.89 -0.46
H 4.01 2.57 -1.79
H 4.55 4.18 -1.36
H 0.96 4.13 -1.96
H 1.50 2.73 -2.91
H 1.18 4.05 -3.72
H 4.66 2.82 0.56
H 3.53 1.85 0.89
C -4.42 0.06 -0.68
C -3.07 -0.27 -1.39
C -2.47 0.97 -2.06
O -1.51 0.49 -2.83
C -1.13 1.53 -3.74
N -2.11 -0.93 -0.44
H -4.47 1.09 -0.30
H -4.56 -0.58 0.19
H -5.27 -0.03 -1.35
H -3.36 -1.11 -2.02
H -2.13 1.72 -1.35
H -3.33 1.34 -2.62
H -0.19 1.29 -4.24
H -1.04 2.58 -3.48
H -1.93 1.44 -4.48
H -1.55 -0.35 0.16
H -2.54 -1.68 0.08
C -3.31 0.42 2.94
C -2.67 -0.76 3.72
C -2.73 -2.11 2.94
O -4.09 -2.64 2.85
C -4.09 -4.01 2.43
N -1.34 -0.56 4.09
H -4.24 0.16 2.45
H -2.66 0.47 2.06
H -3.29 1.33 3.53
H -3.23 -1.02 4.62
H -2.03 -2.81 3.40
H -2.33 -1.91 1.95
H -5.07 -4.49 2.51
H -3.43 -4.55 3.11
H -3.77 -4.23 1.41
H -0.86 -0.23 3.26
H -1.38 0.30 4.62
C -2.54 4.17 0.42
C -1.24 3.67 1.14
C -1.22 4.26 2.51
O -0.01 3.96 3.23
C 0.52 4.98 4.08
N -1.24 2.28 1.41
H -2.80 3.72 -0.53
H -2.52 5.25 0.28
H -3.40 3.79 0.97
H -0.37 3.94 0.55
H -2.20 4.20 2.98
H -1.10 5.28 2.15
H -0.36 4.97 4.73
H 0.75 6.02 3.84
H 1.37 4.56 4.62
H -0.48 1.93 1.97
H -1.20 1.67 0.61
*
```



Formula: C24H66F3NaO12S10
Source: the OMol25 dataset
Level of theory: wB97M-V/def2-TZVPD

Results
Electronic energy: -6300.2556 a.u.
Orbital gap (alpha / beta): 3.17 / 7.10 eV
HOMO energy (alpha / beta): -1.933 / -5.862 eV

Structure (ORCA input):
```
! RIJCOSX wB97M-V def2-TZVPD def2/J DEFGRID3
* xyz -1 2
Na -1.65 2.92 4.03
C -1.48 0.67 0.56
O -0.25 0.86 -0.24
O -1.43 1.67 1.63
C -2.66 0.41 -0.39
F -3.15 1.47 -1.07
F -2.28 -0.46 -1.30
F -3.66 -0.20 0.25
C 0.94 0.34 0.35
C 1.30 -1.07 -0.16
H 0.59 -1.74 0.30
H 1.30 -1.01 -1.25
H 2.33 -1.28 0.15
H 1.03 0.29 1.43
H 1.71 0.95 -0.13
H -1.38 -0.33 0.99
C -5.73 -1.84 -2.86
S -7.10 -2.63 -2.01
O -6.68 -4.07 -1.59
C -6.93 -1.54 -0.55
H -5.14 -1.35 -2.09
H -6.06 -1.02 -3.50
H -5.24 -2.69 -3.35
H -6.07 -1.65 0.10
H -7.76 -1.71 0.14
H -6.88 -0.48 -0.79
C 1.76 2.40 -3.90
S 0.88 1.18 -4.93
O 1.78 -0.08 -5.02
C -0.54 0.82 -3.80
H 1.18 3.31 -3.74
H 2.61 2.93 -4.32
H 2.11 2.09 -2.91
H -1.16 1.70 -3.61
H -0.10 0.57 -2.84
H -1.22 0.06 -4.19
C -2.54 4.97 1.17
S -3.14 4.69 -0.52
O -3.69 6.05 -1.02
C -1.45 4.65 -1.32
H -2.29 6.03 1.23
H -1.73 4.30 1.44
H -3.37 4.78 1.86
H -0.98 5.54 -0.91
H -1.27 4.57 -2.39
H -1.02 3.75 -0.87
C 3.22 1.01 4.92
S 3.85 2.46 4.00
O 5.34 2.57 4.29
C 3.83 1.60 2.37
H 3.83 0.11 4.87
H 2.24 0.82 4.49
H 3.04 1.34 5.95
H 2.83 1.41 1.97
H 4.49 0.75 2.53
H 4.34 2.12 1.56
C 3.26 5.98 0.56
S 2.74 5.27 -1.06
O 1.66 6.28 -1.39
C 1.74 3.90 -0.25
H 2.47 6.45 1.15
H 3.98 6.73 0.24
H 3.74 5.13 1.04
H 1.26 3.31 -1.03
H 1.02 4.33 0.44
H 2.42 3.21 0.26
C 3.36 -7.24 -1.83
S 3.77 -5.43 -2.07
O 3.49 -4.99 -3.56
C 2.22 -4.77 -1.27
H 3.29 -7.50 -0.77
H 4.21 -7.77 -2.25
H 2.40 -7.53 -2.26
H 1.37 -5.41 -1.50
H 2.12 -3.78 -1.72
H 2.26 -4.70 -0.18
C 6.21 0.44 -1.18
S 4.35 0.38 -0.94
O 3.84 1.74 -1.46
C 4.16 -0.85 -2.38
H 6.50 0.54 -2.22
H 6.70 -0.42 -0.73
H 6.54 1.34 -0.65
H 4.80 -1.73 -2.28
H 4.59 -0.35 -3.25
H 3.16 -1.26 -2.51
C 4.26 -2.78 1.71
S 3.63 -2.90 3.39
O 2.73 -1.69 3.48
C 2.64 -4.54 3.37
H 5.15 -3.39 1.58
H 4.52 -1.73 1.60
H 3.48 -3.09 1.01
H 3.30 -5.35 3.05
H 1.86 -4.57 2.60
H 2.18 -4.83 4.31
C -5.07 1.55 2.68
S -6.03 1.95 1.15
O -7.33 1.11 1.24
C -6.47 3.65 1.62
H -5.83 1.62 3.46
H -4.21 2.22 2.77
H -4.92 0.50 2.44
H -7.43 3.68 2.13
H -6.71 4.18 0.69
H -5.70 4.15 2.21
C -2.06 -5.32 1.07
S -1.98 -4.01 -0.20
O -1.67 -4.64 -1.57
C -3.75 -3.46 0.00
H -2.16 -4.94 2.09
H -1.17 -5.94 1.07
H -2.94 -5.95 0.93
H -3.99 -2.54 -0.54
H -3.96 -3.08 1.00
H -4.49 -4.22 -0.29
*
```



Among the records above, which one has the lowest electronic energy? C24H66F3NaO12S10



electronic energy of number 1 (C24H65N3O9)? -1794.5116 a.u.



Among the records above, which one has the highest electronic energy? C24H65N3O9



What is the electronic energy in the fourth record? -6300.2556 a.u.